No. 1
{"formula": "C19H28N2O4S", "method": "ωB97M-V/def2-TZVPD", "species": ["S", "O", "O", "O", "O", "N", "N", "C", "C", "C", "C", "C", "C", "C", "C", "C", "C", "C", "C", "C", "C", "C", "C", "C", "C", "C", "H", "H", "H", "H", "H", "H", "H", "H", "H", "H", "H", "H", "H", "H", "H", "H", "H", "H", "H", "H", "H", "H", "H", "H", "H", "H", "H", "H"], "positions_angstrom": [[-3.94, 1.34, 0.65], [-4.26, 1.57, 2.03], [1.25, 3.74, -0.81], [1.92, 1.10, -0.80], [-4.91, 1.65, -0.36], [-3.58, -0.27, 0.53], [3.57, 1.43, 0.73], [3.95, 0.04, 0.94], [-2.82, -3.19, 0.11], [-2.41, 2.19, 0.27], [0.07, 3.22, -0.38], [3.37, -1.78, -0.60], [-1.01, 3.36, -1.26], [-0.93, -1.59, -0.32], [-0.13, 2.60, 0.85], [-2.25, 2.84, -0.93], [-1.37, 2.08, 1.17], [2.42, 3.36, -0.14], [-3.74, -2.33, -0.76], [4.40, -0.68, -0.35], [2.60, 1.83, -0.12], [2.93, -2.16, 0.81], [-1.37, -3.05, -0.34], [-1.85, -0.75, -1.20], [2.78, -0.81, 1.49], [-3.31, -0.86, -0.76], [-1.54, 1.60, 2.12], [2.00, -2.73, 0.82], [-3.13, -4.23, 0.05], [0.09, -1.50, -0.67], [-1.52, 0.29, -1.18], [-0.96, -1.22, 0.71], [-3.09, 2.91, -1.60], [2.80, -0.87, 2.58], [2.45, 3.77, 0.88], [0.68, 2.50, 1.56], [2.53, -1.37, -1.15], [-3.00, -0.58, 1.29], [-0.85, 3.87, -2.20], [-1.27, -3.44, -1.36], [-1.78, -1.11, -2.23], [-3.95, -0.30, -1.45], [-3.72, -2.70, -1.78], [4.77, 0.06, 1.66], [5.39, -1.10, -0.21], [4.10, 2.13, 1.22], [3.79, -2.62, -1.15], [3.24, 3.81, -0.72], [4.45, 0.02, -1.19], [-4.77, -2.40, -0.39], [1.84, -0.35, 1.18], [3.70, -2.75, 1.30], [-2.91, -2.88, 1.15], [-0.72, -3.65, 0.31]], "smiles": "O=C(COc1ccc(S(=O)(=O)NC2CCCCC2)cc1)NC1CCCC1", "spin_multiplicity": 1}


No. 2
{"formula": "C33H37Cl2MnNP2", "method": "ωB97M-V/def2-TZVPD", "species": ["Mn", "Cl", "Cl", "P", "P", "N", "C", "C", "C", "C", "C", "C", "C", "C", "C", "C", "C", "C", "C", "C", "C", "C", "C", "C", "C", "C", "C", "C", "C", "C", "C", "C", "C", "C", "C", "C", "C", "C", "C", "H", "H", "H", "H", "H", "H", "H", "H", "H", "H", "H", "H", "H", "H", "H", "H", "H", "H", "H", "H", "H", "H", "H", "H", "H", "H", "H", "H", "H", "H", "H", "H", "H", "H", "H", "H", "H"], "positions_angstrom": [[-0.21, -0.53, 1.09], [0.20, -0.55, 3.40], [-1.37, -2.28, 1.88], [-0.05, -1.37, -1.14], [1.34, 1.09, 0.34], [-1.77, 0.93, 1.09], [-3.89, -2.69, -0.92], [2.97, -0.99, 1.12], [-3.70, 3.74, 1.05], [-1.39, -3.81, -1.43], [2.46, -2.54, -1.76], [-4.92, 1.77, 2.09], [1.68, -3.13, -4.36], [2.96, -3.45, -3.92], [-2.77, -1.88, -0.91], [1.55, 2.48, 1.51], [1.07, 3.77, 1.26], [-4.57, 1.88, -0.42], [-3.77, -4.05, -1.18], [4.14, 0.78, 0.00], [-2.52, -4.61, -1.43], [-0.51, 0.10, -2.17], [2.94, 0.22, 0.43], [4.17, -1.60, 1.44], [1.18, -2.21, -2.19], [1.10, 1.89, -1.30], [5.34, 0.14, 0.28], [-3.98, 2.24, 0.96], [-0.76, -2.03, 3.51], [0.72, 0.96, -2.46], [2.06, 4.53, 3.31], [-2.75, 1.53, 1.06], [0.78, -2.52, -3.50], [1.36, 4.79, 2.14], [2.53, 3.25, 3.57], [2.26, 2.22, 2.69], [-1.52, -2.44, -1.20], [5.36, -1.02, 1.03], [3.35, -3.16, -2.63], [0.51, 1.59, -3.32], [2.02, -1.46, 1.41], [2.76, -2.34, -0.74], [0.49, 4.00, 0.38], [2.62, 1.22, 2.90], [-4.86, -2.26, -0.73], [1.02, 5.80, 1.92], [-3.89, 2.16, -1.23], [6.27, 0.57, -0.06], [-2.43, -5.66, -1.63], [-2.85, -0.82, -0.70], [1.38, -3.35, -5.37], [6.29, -1.49, 1.28], [-5.10, 0.70, 2.03], [2.22, 5.32, 4.03], [4.34, -3.41, -2.28], [3.11, 3.06, 4.46], [-4.78, 0.82, -0.49], [-3.12, 4.09, 0.20], [-5.50, 2.43, -0.56], [-0.41, -4.23, -1.62], [4.18, -2.52, 2.01], [0.30, 2.63, -1.18], [-5.87, 2.29, 1.99], [4.15, 1.71, -0.55], [-1.27, 0.69, -1.64], [-4.50, 2.01, 3.06], [-0.13, -2.86, 3.80], [-4.64, -4.68, -1.18], [-0.95, -0.28, -3.09], [3.65, -3.95, -4.59], [-0.23, -2.31, -3.83], [-3.17, 3.98, 1.97], [2.02, 2.42, -1.54], [-1.60, -1.88, 4.20], [-4.64, 4.28, 1.06], [1.56, 0.32, -2.73]], "s_squared": 6.34, "charge": 3, "spin_multiplicity": 5}


No. 3
{"formula": "C35H44AsN9O5STi", "method": "ωB97M-V/def2-TZVPD", "species": ["As", "Ti", "S", "O", "O", "O", "O", "O", "N", "N", "N", "N", "N", "N", "N", "N", "N", "C", "C", "C", "C", "C", "C", "C", "C", "C", "C", "C", "C", "C", "C", "C", "C", "C", "C", "C", "C", "C", "C", "C", "C", "C", "C", "C", "C", "C", "C", "C", "C", "C", "C", "C", "H", "H", "H", "H", "H", "H", "H", "H", "H", "H", "H", "H", "H", "H", "H", "H", "H", "H", "H", "H", "H", "H", "H", "H", "H", "H", "H", "H", "H", "H", "H", "H", "H", "H", "H", "H", "H", "H", "H", "H", "H", "H", "H", "H"], "positions_angstrom": [[-1.35, 3.07, -2.80], [-0.30, -0.16, -0.01], [1.48, 2.24, 7.29], [1.47, -1.25, 0.22], [-1.98, 0.45, -0.54], [0.63, 0.72, -1.32], [-0.85, -1.28, 1.43], [2.05, 0.05, -2.90], [-0.17, 1.66, 1.45], [1.85, 3.03, -0.92], [0.24, 2.40, 6.27], [2.42, -3.14, -0.58], [-2.06, -1.26, -2.02], [2.32, -2.74, 1.71], [2.60, 1.38, 1.41], [2.62, 1.79, 6.24], [-1.06, -1.66, -1.12], [-0.09, 2.14, 3.83], [3.93, 1.10, 1.34], [-3.12, 3.77, -3.29], [1.94, 1.50, 2.62], [2.74, 1.45, 3.80], [2.05, -2.35, 0.45], [-1.18, 1.79, -4.28], [-2.57, -0.17, -1.56], [2.01, -1.91, 2.85], [-1.07, -3.13, 2.90], [-5.91, 1.52, -1.48], [1.66, 0.89, -2.14], [-0.83, -2.57, 1.54], [-4.63, 1.12, -1.13], [-1.37, 2.65, 3.79], [-3.90, 0.29, -1.98], [-6.46, 1.09, -2.68], [2.84, -4.99, 0.97], [2.06, 1.75, 5.05], [4.08, 1.17, 3.72], [-0.39, 4.55, -3.67], [3.12, -3.93, 2.00], [-4.46, -0.15, -3.17], [-1.01, -2.95, -0.87], [-1.52, -3.93, -1.89], [2.26, 2.28, -2.10], [3.12, -4.41, -0.40], [-5.74, 0.25, -3.52], [0.54, 1.73, 2.63], [0.68, 2.10, 5.06], [-1.38, 2.27, 1.44], [4.68, 0.95, 2.45], [-0.71, -3.40, 0.44], [2.23, -2.72, -1.96], [-2.00, 2.79, 2.55], [2.16, 1.83, 0.59], [-0.69, -4.46, 0.61], [2.86, -4.26, 3.00], [-1.86, 2.34, 0.48], [-1.08, -4.91, -1.71], [3.47, -5.87, 1.14], [3.17, -2.36, -2.38], [5.74, 0.72, 2.37], [-1.83, 2.98, 4.71], [-1.23, 2.32, -5.23], [-3.20, 3.85, -4.37], [1.90, -3.59, -2.54], [0.67, 4.35, -3.76], [-2.97, 3.26, 2.46], [3.34, 2.17, -2.13], [1.29, -1.15, 2.58], [2.78, -5.09, -1.19], [-0.40, -3.97, 3.10], [2.91, -1.42, 3.23], [-0.24, 1.24, -4.22], [-6.48, 2.16, -0.82], [-0.94, -2.37, 3.66], [1.96, 2.76, -3.05], [2.25, 3.96, -0.92], [1.80, -5.30, 1.04], [-2.00, 1.07, -4.24], [-7.46, 1.41, -2.96], [1.50, -1.93, -2.03], [-3.92, 3.13, -2.92], [4.66, 1.15, 4.63], [-0.80, 4.72, -4.66], [-6.18, -0.08, -4.45], [-3.24, 4.76, -2.85], [-2.09, -3.50, 2.97], [-4.18, 1.45, -0.20], [1.60, -2.53, 3.64], [-0.52, 5.46, -3.08], [-3.90, -0.82, -3.81], [-2.60, -4.01, -1.80], [0.84, 3.13, -0.91], [4.19, -4.26, -0.54], [4.19, -3.67, 2.01], [4.33, 1.03, 0.34], [-1.30, -3.59, -2.89]], "s_squared": 0.77, "charge": 1, "spin_multiplicity": 2}


No. 4
{"formula": "C6H11N2", "method": "ωB97M-V/def2-TZVPD", "species": ["N", "N", "C", "C", "C", "C", "C", "C", "H", "H", "H", "H", "H", "H", "H", "H", "H", "H", "H"], "positions_angstrom": [[1.76, -0.89, 0.46], [-1.63, 0.42, 0.40], [0.73, 0.75, -0.83], [1.84, -0.30, -0.86], [-2.23, -0.68, -0.38], [-0.14, 0.42, 0.38], [0.70, -0.44, 1.14], [0.64, 1.66, 0.32], [-1.93, 1.34, 0.04], [2.61, -1.13, 0.95], [-1.94, 0.37, 1.38], [-1.81, -1.63, -0.04], [2.83, 0.12, -1.04], [-2.00, -0.54, -1.43], [1.44, 1.94, 0.98], [0.58, -0.68, 2.18], [1.64, -1.05, -1.63], [-3.31, -0.70, -0.25], [0.27, 1.02, -1.77]], "charge": 1, "spin_multiplicity": 1}


Total energy, respectively: -42163.442 -111229.300 -155446.630 -9370.527 eV.
ΔE to the lowest compared entry with this formula, charge and spin, respectively: 28.4 16.0 30.1 97.0 kcal/mol.